{"formula": "C4H13N3", "method": "ωB97M-V/def2-TZVPD", "homo_energy_ev": -8.3, "spin_multiplicity": 1, "e_above_lowest_ev": 3.111, "gap_ev": 9.13, "charge": 0, "elements": ["C", "C", "C", "C", "N", "N", "N", "H", "H", "H", "H", "H", "H", "H", "H", "H", "H", "H", "H", "H"], "coordinates": [[-1.554, -1.044, -0.222], [-2.568, 1.200, 0.368], [2.639, -0.929, 0.653], [-1.425, 0.470, -0.326], [2.711, 0.691, -1.073], [1.487, 1.150, 0.842], [2.156, 0.405, 0.240], [-1.460, -1.370, 0.810], [-2.522, -1.370, -0.599], [-0.783, -1.536, -0.812], [-2.557, 1.002, 1.435], [-3.529, 0.883, -0.032], [-2.468, 2.271, 0.218], [2.596, -0.984, 1.737], [1.987, -1.690, 0.226], [3.658, -1.073, 0.302], [-0.482, 0.796, 0.127], [2.630, -0.088, -1.715], [2.298, 1.536, -1.448], [-1.409, 0.755, -1.381]], "forces_ev_per_a": [[0.079, 0.260, -0.138], [0.214, -0.045, -0.200], [0.150, -0.447, 0.335], [-0.040, 0.016, 0.135], [0.622, 0.247, -0.359], [-0.580, 0.905, 0.901], [0.613, -0.640, -1.035], [-0.011, -0.106, 0.181], [-0.091, -0.108, -0.021], [0.079, -0.155, -0.019], [-0.046, -0.025, 0.191], [-0.149, -0.007, -0.017], [-0.081, 0.155, 0.063], [-0.078, 0.088, -0.078], [-0.010, 0.034, -0.050], [-0.041, 0.026, 0.007], [-0.240, -0.041, -0.236], [-0.189, -0.101, 0.104], [-0.278, -0.094, 0.259], [0.077, 0.038, -0.022]]}


{"formula": "C15H44N5O7Tl", "method": "ωB97M-V/def2-TZVPD", "homo_energy_ev": -13.6, "spin_multiplicity": 1, "gap_ev": 4.24, "charge": 2, "elements": ["Tl", "O", "H", "C", "C", "C", "O", "C", "N", "H", "H", "H", "H", "H", "H", "H", "H", "H", "H", "H", "C", "C", "C", "O", "C", "N", "H", "H", "H", "H", "H", "H", "H", "H", "H", "H", "H", "C", "C", "C", "O", "C", "N", "H", "H", "H", "H", "H", "H", "H", "H", "H", "H", "H", "C", "C", "O", "O", "H", "H", "H", "H", "H", "H", "C", "O", "N", "N", "H", "H", "H", "H"], "coordinates": [[2.724, -25.489, 1.839], [4.456, -24.660, 3.144], [4.282, -25.244, 3.908], [2.587, -29.884, 0.938], [2.939, -28.447, 1.474], [4.327, -28.264, 2.001], [4.387, -27.047, 2.694], [5.330, -27.044, 3.749], [2.598, -27.529, 0.436], [1.566, -29.999, 0.576], [2.618, -30.617, 1.744], [3.319, -30.190, 0.190], [2.199, -28.212, 2.239], [5.116, -28.289, 1.249], [4.463, -29.176, 2.582], [6.259, -27.494, 3.399], [4.968, -27.468, 4.685], [5.692, -26.030, 3.919], [3.308, -27.689, -0.264], [1.798, -27.852, -0.089], [1.659, -26.056, 8.201], [2.284, -27.473, 7.738], [3.747, -27.392, 7.116], [3.765, -27.044, 5.777], [3.756, -25.659, 5.621], [2.313, -28.355, 8.946], [0.691, -26.122, 8.697], [1.546, -25.273, 7.451], [2.424, -25.678, 8.879], [1.626, -27.922, 6.994], [4.259, -28.353, 7.161], [4.357, -26.809, 7.806], [2.726, -25.349, 5.448], [4.475, -25.564, 4.807], [4.156, -25.069, 6.445], [1.401, -28.548, 9.334], [2.678, -29.244, 8.636], [2.912, -21.225, 3.123], [2.673, -22.395, 2.183], [3.796, -22.581, 1.171], [3.524, -23.702, 0.359], [4.268, -23.597, -0.811], [2.564, -23.520, 3.100], [3.861, -21.213, 3.659], [2.183, -21.269, 3.932], [2.856, -20.240, 2.658], [1.695, -22.276, 1.718], [4.789, -22.723, 1.598], [3.863, -21.625, 0.652], [5.349, -23.731, -0.849], [4.045, -22.628, -1.258], [3.929, -24.149, -1.687], [1.945, -23.254, 3.853], [3.520, -23.611, 3.413], [6.288, -23.948, 4.796], [5.161, -23.036, 5.386], [3.860, -23.354, 4.789], [6.440, -23.779, 3.404], [6.144, -25.016, 4.959], [7.195, -23.710, 5.352], [5.562, -22.030, 5.258], [5.156, -23.267, 6.451], [3.841, -24.157, 4.263], [5.606, -24.012, 2.991], [5.558, -25.633, 0.835], [4.399, -25.658, 0.598], [6.083, -25.200, 1.957], [6.449, -26.006, -0.045], [5.459, -24.967, 2.717], [7.006, -24.794, 2.007], [6.114, -26.373, -0.924], [7.410, -26.185, 0.211]], "forces_ev_per_a": [[-0.066, 0.808, -0.086], [-6.349, -2.093, 0.019], [-0.098, -0.208, -2.168], [0.877, 0.137, 1.098], [-2.120, -2.446, -0.042], [-0.295, -1.282, -0.179], [-0.784, -1.020, 0.773], [2.550, -0.775, 0.144], [-0.087, 1.455, -0.924], [0.064, 0.554, -0.294], [0.343, 0.022, 0.131], [-0.140, -0.053, -0.186], [0.294, -0.414, 0.776], [-0.059, 0.065, -0.408], [0.392, 0.356, 0.771], [-0.107, -0.506, -0.084], [0.237, -0.417, -0.849], [0.066, -1.360, -0.219], [0.664, 1.113, -0.440], [-0.966, 0.241, 0.415], [1.598, -1.043, -0.351], [-0.773, 0.615, 0.699], [-1.443, -1.719, 2.586], [-0.595, 0.837, 1.267], [-0.722, -1.020, 0.420], [0.857, 0.676, -1.030], [0.208, -0.416, 0.101], [0.054, -0.324, -0.502], [-0.314, 0.161, 0.440], [0.011, 0.076, -0.458], [-0.497, -0.459, 0.105], [0.145, 0.795, -0.394], [0.063, 0.349, -0.358], [-0.387, -0.553, 3.103], [-0.069, -0.421, 0.202], [-0.211, 0.309, -0.100], [0.095, -0.278, 0.212], [0.245, 1.197, 0.506], [-0.191, 0.682, 0.090], [-0.374, 0.694, 0.781], [-1.224, 2.095, -0.049], [-0.114, 1.139, -3.466], [-4.305, -0.129, -3.760], [0.183, -0.451, -0.398], [-0.251, 0.279, -0.120], [-0.331, -0.161, -0.319], [0.184, 0.228, -0.475], [0.003, 0.119, 0.485], [-0.173, -0.165, -0.604], [0.065, -0.004, 1.152], [0.399, 0.595, 0.393], [-0.584, -1.124, 0.731], [-0.665, -0.494, 0.112], [-0.732, 1.108, -1.734], [-0.435, 1.006, 0.046], [0.978, -2.419, -0.445], [1.488, 4.501, 5.595], [3.826, 4.397, 3.592], [0.030, 0.260, 0.833], [0.183, 0.189, -0.375], [-0.998, 0.281, -0.370], [-0.411, 0.284, 0.151], [1.457, 0.372, 2.987], [1.126, 4.028, 1.582], [6.110, 0.782, 2.411], [-4.431, -2.818, -2.585], [4.177, -2.460, -4.902], [1.322, -1.405, -3.067], [0.792, -3.846, -2.212], [0.159, -0.765, -0.657], [0.316, 0.099, -0.024], [-0.260, 0.143, -0.078]]}


{"formula": "C4H6INS", "method": "ωB97M-V/def2-TZVPD", "smiles": "C/C=N/I.C=C=S", "homo_energy_ev": -8.4, "spin_multiplicity": 1, "e_above_lowest_ev": 2.703, "gap_ev": 8.38, "charge": 0, "elements": ["C", "C", "N", "I", "H", "H", "H", "H", "C", "C", "S", "H", "H"], "coordinates": [[0.207, -1.966, 1.027], [-1.002, -1.082, 1.103], [-1.153, -0.214, 0.155], [-2.611, 1.115, -0.071], [1.113, -1.634, 1.561], [0.784, -1.911, 0.023], [0.098, -3.053, 1.106], [-1.698, -1.182, 1.855], [0.596, 1.885, -1.883], [1.287, 2.094, -0.784], [1.890, 2.208, 0.658], [-0.396, 2.494, -2.120], [0.885, 1.247, -2.630]], "forces_ev_per_a": [[2.619, -0.203, -2.302], [1.026, 1.621, -3.342], [1.723, -1.867, 0.687], [-0.776, 0.235, 0.486], [-0.888, -0.044, 0.999], [-1.754, 0.319, 0.837], [-0.522, 0.308, 0.692], [-1.466, -0.372, 1.972], [-2.239, 3.108, 1.313], [-0.941, -0.369, 0.086], [0.014, 0.084, -0.691], [2.335, -1.255, 0.850], [0.870, -1.565, -1.588]]}


{"formula": "C5H6O2", "method": "ωB97M-V/def2-TZVPD", "homo_energy_ev": -8.3, "spin_multiplicity": 1, "e_above_lowest_ev": 6.315, "gap_ev": 7.89, "charge": 0, "elements": ["O", "C", "C", "C", "C", "C", "O", "H", "H", "H", "H", "H", "H"], "coordinates": [[2.401, 0.425, -1.237], [1.864, 0.145, 0.021], [0.404, -0.007, 0.035], [-0.490, -0.543, 0.729], [-1.649, -0.942, 1.220], [-1.471, 0.520, -0.841], [-1.583, 1.593, -1.299], [1.951, 1.246, -1.442], [2.243, 0.897, 0.714], [2.312, -0.800, 0.288], [-2.006, -0.395, 2.074], [-1.837, -1.998, 1.161], [-2.139, -0.141, -1.422]], "forces_ev_per_a": [[-0.185, 0.527, -0.699], [0.721, -0.182, 0.093], [-1.838, 0.422, -1.385], [-0.596, -0.172, 0.773], [0.112, -0.760, 1.244], [2.282, 0.921, -3.470], [0.176, 1.297, 1.711], [0.262, 0.299, -0.824], [-0.377, 0.073, 0.419], [-0.018, -0.442, 0.441], [-0.529, 0.123, 0.114], [-0.533, -0.262, -0.071], [0.524, -1.843, 1.653]]}


{"formula": "F2H4NPSi", "method": "ωB97M-V/def2-TZVPD", "homo_energy_ev": [-7.9, -10.8], "spin_multiplicity": 3, "e_above_lowest_ev": 0.000, "gap_ev": [8.81, 8.61], "charge": 0, "elements": ["N", "F", "F", "Si", "P", "H", "H", "H", "H"], "coordinates": [[-0.973, 0.033, -1.124], [-3.363, -0.966, 0.982], [-3.751, 1.265, 0.303], [-0.005, -0.172, 0.288], [-3.845, -0.181, -0.332], [-1.219, 1.005, -1.227], [-0.945, -0.777, 1.265], [0.433, 1.046, 0.962], [1.227, -1.110, 0.209]], "forces_ev_per_a": [[0.461, -0.402, -0.487], [-0.193, -0.012, -0.431], [0.091, 0.556, -0.003], [1.088, -1.097, 1.351], [-0.510, -0.652, 0.430], [-0.246, 0.586, -0.255], [0.075, -0.126, -0.135], [0.239, 0.487, -0.101], [-1.006, 0.658, -0.368]]}


{"formula": "C36H23N5O2S2Sc", "method": "ωB97M-V/def2-TZVPD", "homo_energy_ev": -4.4, "spin_multiplicity": 1, "e_above_lowest_ev": 0.000, "gap_ev": 5.16, "charge": -1, "elements": ["Sc", "C", "O", "C", "C", "C", "C", "C", "C", "N", "N", "C", "C", "O", "C", "C", "C", "C", "C", "C", "C", "C", "H", "H", "H", "H", "H", "H", "H", "H", "H", "H", "H", "H", "H", "S", "C", "S", "C", "C", "N", "C", "N", "C", "C", "C", "C", "C", "C", "C", "C", "C", "C", "C", "C", "C", "C", "C", "N", "H", "H", "H", "H", "H", "H", "H", "H", "H", "H"], "coordinates": [[-9.541, -7.760, 14.226], [-7.942, -5.446, 10.816], [-9.057, -6.227, 11.363], [-9.624, -7.109, 10.483], [-9.228, -7.266, 9.162], [-9.920, -8.170, 8.332], [-11.057, -8.782, 8.781], [-11.491, -8.592, 10.081], [-10.768, -7.815, 10.995], [-10.996, -7.780, 12.384], [-12.210, -8.250, 12.666], [-12.789, -7.940, 13.822], [-12.250, -7.070, 14.861], [-11.046, -6.577, 14.781], [-13.003, -6.785, 16.019], [-14.165, -7.460, 16.343], [-14.659, -8.434, 15.424], [-15.700, -9.278, 15.799], [-16.246, -10.146, 14.870], [-15.749, -10.176, 13.545], [-14.610, -9.456, 13.219], [-14.022, -8.632, 14.159], [-8.300, -4.739, 10.055], [-7.504, -4.909, 11.651], [-7.200, -6.156, 10.414], [-8.374, -6.768, 8.751], [-9.564, -8.367, 7.320], [-11.651, -9.403, 8.103], [-12.374, -9.110, 10.477], [-12.608, -5.991, 16.665], [-14.736, -7.338, 17.255], [-16.077, -9.256, 16.809], [-17.061, -10.803, 15.134], [-16.242, -10.798, 12.833], [-14.183, -9.566, 12.225], [-7.641, -5.863, 14.348], [-6.673, -7.227, 13.859], [-7.198, -8.785, 13.378], [-5.257, -7.002, 13.913], [-4.720, -5.750, 14.297], [-4.223, -4.731, 14.573], [-4.323, -7.914, 13.420], [-3.493, -8.641, 13.041], [-8.386, -7.755, 18.647], [-8.959, -8.949, 19.059], [-9.639, -9.819, 18.211], [-9.648, -9.483, 16.852], [-9.041, -8.282, 16.412], [-8.371, -7.458, 17.303], [-10.373, -10.283, 15.855], [-11.309, -11.275, 16.242], [-12.063, -11.892, 15.273], [-11.692, -11.774, 13.902], [-12.285, -12.503, 12.854], [-11.883, -12.371, 11.525], [-10.768, -11.576, 11.237], [-10.185, -10.824, 12.279], [-10.633, -10.855, 13.575], [-10.125, -10.029, 14.541], [-7.856, -7.162, 19.380], [-8.900, -9.240, 20.125], [-10.122, -10.684, 18.587], [-7.931, -6.524, 16.955], [-11.421, -11.579, 17.291], [-12.896, -12.515, 15.548], [-13.109, -13.170, 13.103], [-12.414, -12.917, 10.737], [-10.281, -11.624, 10.281], [-9.329, -10.157, 12.077]], "forces_ev_per_a": [[2.490, 0.083, -0.007], [-0.393, -0.878, 0.447], [0.625, 0.085, -1.088], [-0.651, 0.547, 0.973], [-0.504, -0.958, -0.303], [0.670, 0.700, 0.010], [-0.842, -0.389, -0.289], [-0.348, -0.090, 1.175], [1.369, -0.490, -1.303], [-2.723, -0.784, 0.451], [1.966, 1.699, -1.333], [0.264, 0.037, 2.791], [1.375, -0.496, -1.474], [-1.745, 0.059, 0.208], [-1.669, 0.502, 1.528], [1.450, 0.247, -1.175], [0.750, -0.335, -0.301], [-0.638, -0.611, -0.850], [0.218, 0.174, -0.344], [0.447, 0.431, 1.142], [-1.132, -1.150, -0.505], [0.107, 0.954, 0.244], [0.023, -0.308, 0.087], [-0.141, -0.090, 0.089], [-0.165, 0.450, 0.071], [0.247, 0.236, 0.070], [-0.044, 0.205, 0.222], [0.263, 0.094, 0.282], [0.434, 0.213, -0.365], [-0.030, -0.524, -0.187], [0.293, 0.314, 0.114], [-0.126, 0.145, 0.179], [-0.108, 0.004, 0.097], [-0.137, -0.348, -0.476], [0.020, 0.134, 0.259], [-0.978, -1.125, -0.321], [2.470, 0.872, 0.356], [-1.107, 0.363, -0.074], [-1.848, 0.341, -0.100], [0.672, 1.472, 0.330], [-0.598, -1.182, -0.249], [1.598, -1.646, -0.553], [-0.979, 0.801, 0.340], [0.593, -0.786, 0.217], [-0.555, -0.931, 1.486], [0.868, 1.305, -0.620], [-0.041, 1.014, 0.265], [-0.580, -0.544, -1.596], [-0.487, 0.548, 0.105], [0.549, 0.091, -1.388], [-0.546, -0.811, -0.332], [0.812, 0.164, 0.132], [0.422, 0.575, -0.370], [-0.428, 0.132, -0.448], [-0.222, -0.374, 0.721], [0.571, 0.445, 1.811], [0.885, 0.242, -2.368], [-1.814, -0.839, 1.571], [-0.125, 0.133, 1.390], [-0.061, 0.211, 0.005], [-0.053, 0.322, -0.597], [-0.221, -0.712, 0.422], [0.002, -0.272, 0.033], [-0.179, 0.560, -0.520], [-0.120, -0.327, 0.038], [0.065, 0.077, -0.059], [0.340, 0.132, 0.347], [-0.107, 0.350, -0.351], [-0.412, -0.464, -0.063]]}